1.
The following is a quantum chemistry calculation of the ion C3H2NO3 with charge -1, from OMol25.

For the frontier orbital gap, the calculation gives 8.16 eV. The value obtained for the total energy is -396.0196 Ha. The value obtained for the energy above the lowest of the compared OMol25 structures with the same formula, charge and spin is 35.22 kcal per mole. Its SMILES is O=CC(=O)/N=C\[O-]. Its highest occupied orbital energy is -0.142 Eh.

ORCA input file:
```
! wB97M-V def2-TZVPD RIJCOSX def2/J DEFGRID3
* xyz -1 1
C 0.336 1.123 0.111
H -0.239 1.556 0.971
C 0.704 -0.315 0.706
O -1.056 0.240 -1.068
O 0.994 1.865 -0.562
O 1.625 -0.476 1.415
N -0.097 -1.341 0.225
C -0.919 -0.930 -0.673
H -1.349 -1.722 -1.126
*
```

Results of the natural (NBO) charge analysis, in e, for atoms 1 through 4: 0.370, 0.066, 0.589, -0.655



2.
The following is a quantum chemistry calculation of a structure of composition C34H43N9O4S4TeTi, from OMol25.

For the frontier orbital gap, the calculation gives 5.21 eV. The value obtained for the total energy is -4825.0471 Ha. The value obtained for the energy above the lowest of the compared OMol25 structures with the same formula, charge and spin is 43.68 kcal per mole. Its highest occupied orbital energy is -0.416 Eh.

ORCA input file:
```
! wB97M-V def2-TZVPD RIJCOSX def2/J DEFGRID3
* xyz 2 1
H -2.205 -3.450 2.508
H -4.261 -3.734 3.545
C 2.753 -7.775 -2.040
C -1.595 -1.901 3.534
H -8.035 5.137 2.054
C -3.126 -0.556 6.363
C -3.437 -3.510 4.221
C 0.966 3.606 2.052
H -6.126 4.458 0.715
C -1.938 -1.436 6.000
C -1.503 4.383 -2.475
H 0.655 5.484 3.128
H -2.879 0.495 6.217
C 2.000 0.207 -0.848
H 0.533 4.805 -1.902
H 0.993 -5.284 0.745
H -5.607 -0.383 -3.671
C -4.717 3.027 1.439
H -4.429 2.047 -3.631
H 3.098 -1.120 1.129
H -2.159 -2.490 6.130
S -1.425 4.304 2.562
S -2.939 1.217 2.403
H -1.099 -1.196 6.653
H -1.085 -0.268 4.484
H -3.998 -0.787 5.748
H -3.778 -2.735 4.899
H -4.512 -2.414 -0.883
C 1.868 -7.141 -1.186
H -4.057 3.125 0.586
H 3.226 -2.990 -2.058
N -1.978 1.892 1.228
H -4.998 1.291 4.352
S -2.001 -0.962 -0.608
C 0.747 -5.068 -0.294
C -5.874 3.771 1.513
C 0.272 4.601 2.646
N -2.354 -2.975 3.385
H 4.191 -7.518 -3.615
H 2.872 -8.849 -1.993
H -8.417 4.379 3.545
H -5.257 -2.537 -2.497
C -4.364 -2.254 -1.949
O -2.211 1.291 3.654
H 3.915 -5.070 -3.709
N -1.030 1.864 -1.388
C -6.403 2.725 3.631
H -3.858 -5.104 5.597
C -4.194 1.171 -3.062
O 0.779 0.179 -0.203
C 3.493 -7.028 -2.950
H 2.151 1.146 2.686
C -4.391 2.146 2.471
C 3.097 0.738 0.028
C 3.126 -0.053 1.349
N 0.176 2.600 1.539
H 4.062 0.159 1.867
H 1.294 -7.721 -0.473
C -1.092 2.851 1.721
C -2.178 2.147 -1.988
H -2.165 -4.597 5.612
O -3.195 -0.124 1.922
H 0.856 2.556 -0.950
H 2.039 3.562 1.944
H 2.921 1.793 0.254
H 1.805 -0.444 2.864
H -3.521 -2.858 -2.278
N -3.125 1.102 -2.154
N -7.850 4.408 2.718
H -7.076 2.601 4.471
C -0.270 4.082 -1.925
S -0.530 -1.583 2.157
C -2.472 3.399 -2.515
N -1.458 -1.195 4.632
H -1.705 5.361 -2.891
Te 0.918 -2.964 -0.654
O 2.112 -0.244 -1.941
N 1.956 0.288 2.180
C -6.727 3.655 2.624
C 1.713 -5.755 -1.230
H 1.882 -3.191 -3.165
H -3.391 -0.709 7.408
C 2.451 -5.009 -2.142
Ti -0.586 0.488 0.794
C -3.030 -4.769 4.971
H -3.434 3.613 -2.950
H 4.026 0.625 -0.524
H -2.785 -5.574 4.278
C 2.283 -3.513 -2.205
H -0.273 -5.404 -0.473
C -0.093 2.824 -1.391
N -4.092 -0.843 -2.201
C -4.777 -0.031 -3.085
C 3.340 -5.654 -3.001
C -5.247 1.990 3.564
C -3.079 -0.158 -1.640
*
```

Results of the Mulliken charge analysis, in e, for atoms 1 through 4: 0.214, 0.442, -0.567, 0.717



3.
The following is a quantum chemistry calculation of a structure of composition C31H32N7O5PdS2Te, from OMol25.

For the frontier orbital gap (alpha / beta), the calculation gives 7.12 / 7.11 eV. The value obtained for the total energy is -3152.0638 Ha. The value obtained for the energy above the lowest of the compared OMol25 structures with the same formula, charge and spin is 13.04 kcal per mole. Its highest occupied orbital energy (alpha / beta) is -0.379 / -0.379 Eh.

ORCA input file:
```
! wB97M-V def2-TZVPD RIJCOSX def2/J DEFGRID3
* xyz 1 1
O -0.616 -1.453 -1.315
C 2.045 4.162 1.751
C 2.111 5.745 3.570
H -1.772 -1.868 3.013
C 0.710 5.745 3.604
C 3.680 -2.931 0.224
C -1.929 -5.394 -0.210
C -1.571 -0.812 3.152
H -0.394 -7.028 -2.739
H -1.897 1.804 5.231
C -1.637 1.210 4.362
N -4.314 1.572 -0.182
H 3.811 6.389 4.523
S 0.503 -2.448 -1.422
H -3.403 1.886 1.688
H -4.895 0.913 1.699
C -5.606 2.202 -0.385
N 3.169 -0.810 -0.707
C 2.713 -2.012 -0.234
N 2.827 6.555 4.411
S -0.259 3.199 0.688
O 1.241 -2.418 -2.654
C 2.769 4.938 2.629
C -3.405 1.536 -1.152
C 2.788 0.717 -3.871
H 6.498 -1.193 -0.479
H -1.829 -8.530 -1.553
Te 1.928 0.936 -0.969
C 5.451 -1.441 -0.392
C 4.501 -0.547 -0.784
H -5.697 3.094 0.238
C 0.380 0.693 -3.547
H 3.791 0.779 -3.466
H -2.683 -5.546 0.553
H 3.457 0.556 -5.899
N -1.054 1.867 3.363
H -2.375 -0.662 5.148
H 2.557 3.558 1.013
N 1.405 -2.302 -0.144
C 1.674 0.749 -3.043
O -1.634 3.602 0.733
C 1.315 0.540 -5.758
N -0.993 -0.176 2.142
N -0.072 1.640 1.211
H -0.478 0.715 -2.888
C -0.337 -3.986 -1.298
H 1.174 0.451 -6.827
H -1.093 4.956 2.755
O 0.434 3.172 -0.589
H 3.309 -3.868 0.614
H -0.787 0.554 -5.335
H 0.194 6.371 4.321
C 2.601 0.597 -5.238
C -0.738 1.134 2.308
C -0.647 -6.228 -2.055
H -3.382 0.213 1.094
C 0.211 0.598 -4.921
H 0.741 -4.832 -2.938
H 5.739 -3.398 0.474
C 0.655 4.174 1.802
H -6.409 1.510 -0.133
C -0.013 4.963 2.730
C 5.018 -2.664 0.139
C -1.613 -6.441 -1.079
H -5.710 2.496 -1.427
Pd -0.320 0.192 -0.122
H 3.851 4.942 2.585
H -3.776 1.909 -2.115
H -2.372 -8.092 0.070
H 4.767 0.430 -1.165
C -3.975 1.122 1.157
O -2.245 1.142 -1.050
C -0.003 -5.003 -2.172
H -3.351 -7.671 -1.329
C -1.910 -0.150 4.320
C -1.301 -4.169 -0.313
H -1.553 -3.355 0.354
H 2.360 6.961 5.202
C -2.325 -7.759 -0.967
*
```

Results of the Mulliken charge analysis, in e, for atoms 1 through 4: -0.701, -0.430, 1.086, 0.440



4.
The following is a quantum chemistry calculation of a cluster of 2 separate species, C6H8N2O2 in total, from OMol25.

For the frontier orbital gap, the calculation gives 10.07 eV. The value obtained for the total energy is -493.2740 Ha. The value obtained for the energy above the lowest of the compared OMol25 structures with the same formula, charge and spin is 108.45 kcal per mole. Its SMILES is N#C[C@H](O)C#C[C@H]1CN1.O. Its highest occupied orbital energy is -0.362 Eh.

ORCA input file:
```
! wB97M-V def2-TZVPD RIJCOSX def2/J DEFGRID3
* xyz 0 1
H 1.409 2.097 -1.057
C 0.512 1.458 -1.110
H 0.335 -1.048 2.873
H 2.685 -1.838 1.283
C 0.879 -2.767 1.565
C 0.795 -1.322 1.921
C -0.658 2.388 -1.024
H -3.177 2.538 -1.296
O 0.568 0.826 -2.365
C 0.540 0.503 0.007
C 0.641 -0.336 0.875
H -3.008 0.893 -1.420
H 0.446 -3.497 2.252
H 0.833 -3.029 0.506
N 2.054 -2.062 2.050
H -0.188 0.236 -2.474
O -3.318 1.682 -1.887
N -1.348 3.277 -0.699
*
```

Results of the natural (NBO) charge analysis, in e, for atoms 1 through 4: 0.253, -0.049, 0.233, 0.360



What did the fourth record say?
The following is a quantum chemistry calculation of a cluster of 2 separate species, C6H8N2O2 in total, from OMol25.

For the frontier orbital gap, the calculation gives 10.07 eV. The value obtained for the total energy is -493.2740 Ha. The value obtained for the energy above the lowest of the compared OMol25 structures with the same formula, charge and spin is 108.45 kcal per mole. Its SMILES is N#C[C@H](O)C#C[C@H]1CN1.O. Its highest occupied orbital energy is -0.362 Eh.

ORCA input file:
```
! wB97M-V def2-TZVPD RIJCOSX def2/J DEFGRID3
* xyz 0 1
H 1.409 2.097 -1.057
C 0.512 1.458 -1.110
H 0.335 -1.048 2.873
H 2.685 -1.838 1.283
C 0.879 -2.767 1.565
C 0.795 -1.322 1.921
C -0.658 2.388 -1.024
H -3.177 2.538 -1.296
O 0.568 0.826 -2.365
C 0.540 0.503 0.007
C 0.641 -0.336 0.875
H -3.008 0.893 -1.420
H 0.446 -3.497 2.252
H 0.833 -3.029 0.506
N 2.054 -2.062 2.050
H -0.188 0.236 -2.474
O -3.318 1.682 -1.887
N -1.348 3.277 -0.699
*
```

Results of the natural (NBO) charge analysis, in e, for atoms 1 through 4: 0.253, -0.049, 0.233, 0.360